Below is the molecule C8H9Cl at a distorted geometry, with properties calculated with ωB97M-V with the def2-TZVPD basis set.

**Multiplicity**: 1
**Total energy**: -20961.4010 eV
**Frontier orbital gap**: 0.339 Eh

Geometry (Å):
C: 0.017 0.138 1.990
C: -0.639 1.300 1.383
C: 0.759 -0.625 1.171
C: -0.495 1.822 0.156
C: -0.641 -2.014 -1.748
C: -0.514 -1.222 -0.675
C: 0.669 -0.470 -0.321
C: 0.540 1.220 -0.722
Cl: 2.121 1.932 -0.678
H: -0.066 0.164 3.062
H: -1.260 1.891 2.164
H: 1.203 -1.493 1.678
H: -0.753 2.842 -0.023
H: -1.641 -2.378 -2.168
H: 0.113 -2.301 -2.462
H: -1.233 -1.242 0.024
H: 1.522 -0.751 -0.974
H: 0.299 1.187 -1.856